No. 1
Entry from the Open Molecules 2025 dataset: C4H6O2 as an isolated structure (the ωB97M-V functional and the def2-TZVPD basis).

Geometry as XYZ:
```
12
C4H6O2, DFT the ωB97M-V functional and the def2-TZVPD basis
O -0.62 0.88 -1.55
C -0.11 1.13 -0.28
C -0.34 0.15 0.86
C -0.40 -1.22 0.22
O 0.87 -1.00 -0.45
C 1.01 0.26 0.20
H -0.10 0.12 -1.87
H -0.10 2.18 -0.02
H -0.63 0.40 1.88
H -0.33 -2.07 0.90
H -1.22 -1.36 -0.50
H 1.99 0.57 0.55
```

Summary:
- charge = 0
- energy (eV) = -8337.59927
- maximum force (eV/Å) = 0.37
- ΔE to the lowest compared entry with this formula, charge and spin (kcal per mole) = 66.0

---

No. 2
Entry from the Open Molecules 2025 dataset: C21H30F14NO3Si2 as an isolated structure at a distorted geometry (the ωB97M-V functional and the def2-TZVPD basis).

Geometry as XYZ:
```
71
C21H30F14NO3Si2, DFT the ωB97M-V functional and the def2-TZVPD basis
C -2.79 -7.06 -1.98
C -2.70 -5.74 -2.00
C -2.47 -4.13 -1.90
Si -3.76 -3.24 -0.78
O -5.19 -2.69 -1.58
Si -4.87 -1.61 -2.91
C -3.63 -0.20 -2.55
C -2.37 -0.10 -3.55
C -0.93 -0.17 -2.76
F -0.97 0.99 -1.86
F -1.00 -1.33 -1.92
C 0.33 0.02 -3.72
F -0.21 0.29 -5.06
F 0.98 1.27 -3.36
C 1.41 -1.11 -3.90
F 0.96 -1.99 -4.98
F 2.61 -0.48 -4.45
C 1.89 -2.04 -2.72
F 3.18 -2.60 -3.12
F 1.03 -3.22 -2.66
C 2.06 -1.47 -1.25
F 1.69 -0.12 -1.00
F 1.21 -2.28 -0.37
C 3.56 -1.65 -0.60
F 3.92 -3.01 -0.36
F 3.45 -1.04 0.74
F 4.56 -0.88 -1.27
C -4.45 -2.67 -4.46
O -4.28 -2.05 -5.60
O -4.35 -4.07 -4.49
H -2.44 -8.16 -1.89
H -1.44 -4.01 -1.36
H -2.32 -3.65 -2.94
H -4.14 -4.19 0.28
H -3.17 -2.08 -0.07
H -6.17 -0.96 -3.22
H -4.21 0.81 -2.62
H -3.19 -0.20 -1.46
H -2.49 0.90 -4.14
H -2.31 -0.93 -4.35
C -0.83 0.59 2.06
C 0.26 1.40 1.38
C 1.63 1.35 2.06
N 1.85 2.21 3.34
C 0.55 2.66 4.00
C 0.74 3.70 5.09
C 1.53 4.90 4.59
C 2.87 4.43 4.07
C 2.70 3.43 2.94
C 2.64 1.33 4.31
H -1.23 1.06 2.96
H -1.68 0.47 1.38
H -0.48 -0.41 2.32
H -0.06 2.43 1.21
H 0.39 0.97 0.39
H 2.39 1.67 1.34
H 1.87 0.31 2.31
H -0.08 3.09 3.23
H 0.08 1.77 4.43
H -0.25 4.04 5.43
H 1.23 3.27 5.96
H 1.66 5.63 5.39
H 0.97 5.40 3.79
H 3.46 4.00 4.89
H 3.44 5.29 3.71
H 3.68 3.05 2.62
H 2.20 3.90 2.09
H 3.57 1.04 3.82
H 2.03 0.45 4.53
H 2.84 1.88 5.22
F 3.04 1.54 -2.72
```

Summary:
- charge = -1
- energy (eV) = -83688.62878
- maximum force (eV/Å) = 7.09

---

No. 3
Entry from the Open Molecules 2025 dataset: C2H3KMgO as an isolated structure at a distorted geometry (the ωB97M-V functional and the def2-TZVPD basis).

Geometry as XYZ:
```
8
C2H3KMgO, DFT the ωB97M-V functional and the def2-TZVPD basis
O 1.77 1.20 0.15
C 1.08 0.68 -0.81
Mg 0.40 -0.26 2.21
K 0.35 -2.10 -1.05
H 1.16 1.27 -1.76
C -1.17 -0.22 0.66
H -2.03 -0.89 0.82
H -1.56 0.33 -0.21
```

Summary:
- charge = +1
- ⟨S²⟩ = 1.482
- energy (eV) = -25928.11376
- maximum force (eV/Å) = 6.54
- spin multiplicity = 2

---

No. 4
Entry from the Open Molecules 2025 dataset: a 2-piece molecular cluster, C20H24N overall at a distorted geometry (the ωB97M-V functional and the def2-TZVPD basis).

Geometry as XYZ:
```
45
C20H24N, DFT the ωB97M-V functional and the def2-TZVPD basis
C 4.86 -0.29 2.77
C 4.43 0.99 2.40
C 3.07 1.25 2.20
C 2.10 0.23 2.38
C 0.69 0.55 2.22
C -0.33 -0.37 2.33
N -1.67 -0.11 2.37
C -2.54 -1.29 2.45
C -4.01 -0.98 2.16
C -4.50 0.19 3.00
C -3.61 1.40 2.77
C -2.14 1.09 3.05
C 2.55 -1.06 2.74
C 3.91 -1.31 2.94
H 5.92 -0.48 2.94
H 5.15 1.80 2.26
H 2.73 2.24 1.90
H 0.44 1.59 2.01
H -0.10 -1.44 2.32
H -2.17 -2.04 1.74
H -2.47 -1.71 3.47
H -4.12 -0.75 1.09
H -4.59 -1.88 2.38
H -5.54 0.42 2.72
H -4.49 -0.09 4.06
H -3.72 1.74 1.73
H -3.92 2.22 3.42
H -2.03 0.96 4.14
H -1.52 1.94 2.75
H 1.83 -1.85 2.89
H 4.24 -2.31 3.24
C 1.05 0.42 -1.36
C -0.12 0.77 -2.03
C -0.84 0.04 -2.97
C -0.57 -1.22 -3.49
C 0.50 -2.06 -3.19
C 1.54 -1.86 -2.30
C 1.79 -0.76 -1.48
H 1.45 1.17 -0.67
H -0.53 1.75 -1.77
H -1.74 0.53 -3.36
H -1.28 -1.60 -4.23
H 0.51 -3.02 -3.73
H 2.28 -2.67 -2.23
H 2.68 -0.82 -0.84
```

Summary:
- charge = +1
- energy (eV) = -22611.41201
- maximum force (eV/Å) = 1.68
- ΔE to the lowest compared entry with this formula, charge and spin (kcal per mole) = 49.9

---

Q: Which formula does entry 3 have?
A: C2H3KMgO